Computed, not measured: 2 unconnected molecules or ions with the total composition C11H3Cl2N4O2 in a non-equilibrium geometry, with the ωB97M-V functional and the def2-TZVPD basis.

Output
Calculated total energy ... -46554.78519 eV
Molecular weight ... 294.1 Da
Maximum force ... 3.1 eV/Å
HOMO energy ... -3.993 eV
Charge ... -1
Multiplicity ... 1
Lowest unoccupied orbital energy ... 0.15 eV

```
22
C11H3Cl2N4O2, DFT the ωB97M-V functional and the def2-TZVPD basis
N 1.0706 2.4607 -2.1568
C 0.1968 1.8901 -1.6268
C -0.8085 1.1396 -0.9576
C -0.7272 0.9571 0.3930
C 0.1098 1.7845 1.1936
N 0.7769 2.4890 1.8497
C -1.5838 0.0029 1.1205
O -1.3645 -0.2709 2.2965
C -2.6696 -0.6198 0.3065
Cl -3.7402 -1.6302 1.1580
C -2.7760 -0.4143 -1.0390
Cl -3.9950 -1.1401 -1.9751
C -1.8338 0.4748 -1.7815
O -1.8826 0.6505 -2.9947
N 2.7362 -2.1713 0.7187
C 3.4230 -0.9949 0.7492
C 2.5051 0.0572 0.4450
N 1.2863 -0.5005 0.2409
C 1.4334 -1.8476 0.4036
H 4.4775 -0.8651 0.9714
H 2.7357 1.1118 0.3940
H 0.6299 -2.5635 0.2909
```